Molecular formula: C27H17GaIN6O9S
Method: DFT, ωB97M-V/def2-TZVPD

Structure (XYZ):
```
62
Properties=species:S:1:pos:R:3:forces:R:3:nbo_charge:R:1
Ga 0.663 -0.574 -0.002 -0.1895 0.0811 0.6726 1.73
S -1.623 -0.330 -0.355 0.2096 0.1298 -0.0214 -0.33
C -1.388 1.408 -0.557 -0.7771 -0.7911 -0.1014 0.11
N -2.300 2.184 -1.064 0.4904 0.4293 -0.0175 -0.16
N -3.357 1.616 -1.573 -0.2923 -0.4036 0.0076 -0.36
C -4.382 2.347 -2.163 -0.1540 0.2602 -0.1190 0.14
C -4.323 3.736 -2.273 0.0975 -0.1016 0.0788 -0.21
C -5.371 4.416 -2.868 -0.0727 -0.0225 -0.0445 -0.21
C -6.476 3.733 -3.356 -0.0561 0.0156 -0.0382 -0.25
C -6.529 2.350 -3.247 -0.0028 0.0546 -0.0048 -0.19
C -5.490 1.657 -2.654 0.1392 -0.0638 0.0679 -0.25
N -0.294 2.113 -0.136 0.6713 0.6365 0.3086 -0.08
N 0.722 1.474 0.211 -0.6624 -0.4796 -0.3211 -0.31
C 1.815 2.218 0.693 0.5611 0.4134 0.2504 0.17
C 3.095 1.709 0.484 -0.2427 -0.1000 -0.0757 -0.22
C 4.190 2.406 0.962 0.0796 0.0593 0.0319 -0.19
C 4.015 3.593 1.659 0.0029 -0.0400 -0.0201 -0.21
C 2.736 4.092 1.872 0.0602 0.0217 0.0273 -0.21
C 1.633 3.412 1.389 -0.1325 -0.1384 -0.0972 -0.22
H -3.405 0.601 -1.585 0.0109 -0.0140 0.0166 0.40
H -3.454 4.253 -1.891 -0.0182 0.0222 -0.0104 0.23
H -5.326 5.494 -2.959 0.0353 0.0021 0.0258 0.21
H -7.290 4.272 -3.823 0.0085 0.0052 0.0103 0.21
H -7.387 1.808 -3.625 0.0098 -0.0152 0.0016 0.21
H -5.521 0.577 -2.565 -0.0400 0.0117 -0.0150 0.21
H 3.214 0.783 -0.066 0.0605 0.0154 0.0176 0.26
H 5.186 2.018 0.792 -0.0181 -0.0233 0.0036 0.22
H 4.876 4.124 2.044 -0.0125 0.0114 0.0024 0.21
H 2.602 5.009 2.430 -0.0341 0.0004 -0.0178 0.21
H 0.627 3.776 1.551 0.0122 0.0174 0.0167 0.23
O 4.113 -2.277 1.214 -0.1008 0.0319 -0.0219 -0.62
C 2.986 -1.838 1.327 0.1461 0.0668 0.1866 0.80
O 2.297 -1.418 0.297 0.0862 -0.1580 -0.3483 -0.87
C 2.351 -1.751 2.688 -0.1938 -0.0256 -0.1039 -0.31
C 3.120 -2.128 3.764 0.1243 -0.0731 0.2939 -0.03
C 2.614 -2.095 5.059 -0.2615 -0.0101 -0.5311 -0.09
C 1.300 -1.717 5.283 -0.0598 -0.0460 0.1669 -0.12
C 0.507 -1.374 4.214 0.4508 -0.0109 -0.2715 -0.09
C 1.003 -1.321 2.870 0.0351 0.0737 0.2249 0.52
O 0.263 -0.858 1.936 -0.1840 0.0374 -0.3420 -0.79
N -0.881 -1.044 4.503 -0.3837 -0.1218 0.3049 0.53
O -1.737 -1.403 3.723 0.1586 0.0942 0.0170 -0.35
O -1.113 -0.482 5.568 0.0790 0.0106 -0.2364 -0.41
N 3.445 -2.483 6.174 0.3526 0.2436 0.4069 0.53
O 4.604 -2.797 5.952 -0.2190 -0.0650 -0.0338 -0.40
O 2.962 -2.434 7.297 -0.0127 -0.1182 -0.1810 -0.41
H 4.136 -2.452 3.589 0.0074 0.0085 -0.0475 0.26
H 0.894 -1.706 6.283 -0.0046 0.0227 0.0017 0.26
I -0.594 -6.919 -4.303 0.0616 0.2273 0.0566 0.10
C -0.056 -4.927 -3.868 -0.0864 -0.3301 -0.0637 -0.13
C 0.092 -4.539 -2.548 0.0020 -0.0063 0.0129 -0.26
C 0.443 -3.225 -2.273 0.0050 0.0521 -0.0354 -0.10
C 0.639 -2.311 -3.300 -0.0530 0.0517 -0.0771 -0.16
C 0.493 -2.732 -4.618 -0.0344 -0.0145 0.0427 -0.15
C 0.143 -4.039 -4.912 0.0178 0.0340 -0.0093 -0.27
C 1.005 -0.860 -3.063 0.1229 -0.0254 0.0971 0.81
O 1.251 -0.143 -4.016 -0.0831 -0.0569 0.0214 -0.63
O 1.058 -0.460 -1.834 0.2367 0.1250 -0.2002 -0.87
H -0.058 -5.247 -1.745 0.0075 0.0101 0.0079 0.22
H 0.581 -2.925 -1.244 0.0351 -0.0313 0.0289 0.20
H 0.655 -2.006 -5.403 0.0086 0.0008 -0.0035 0.24
H 0.028 -4.363 -5.937 -0.0044 0.0085 0.0006 0.22
```
Positions in Å, forces in eV/Å.

Summary:
- Net charge: -1
- Molecular weight: 798.16 g mol⁻¹
- Max |F|: 1.1 eV/A
- Frontier orbital gap: 0.2445 hartree
- DFT total energy: -4665.50358 hartree